[1]
60
Properties=species:S:1:pos:R:3:forces:R:3:lowdin_charge:R:1 method="wB97M-V/def2-TZVPD" energy_ev=-159661.17815 e_homo_ev="-4.7 / -5.1" spin_multiplicity=5 homo_lumo_gap_ev="5.864 / 7.304" total_charge=-1 lumo_energy_ev="1.172 / 2.228"
Mn 1.41279 -0.92465 -0.50415 1.25 0.94 0.28 -0.08
S 3.04757 -2.56658 -0.77432 0.01 -0.13 0.09 0.56
C 3.27854 -3.04323 0.89576 -0.04 0.02 -0.07 -0.67
C 4.25569 -4.00184 1.17199 0.04 -0.04 0.00 -0.08
C 4.49734 -4.45792 2.45831 0.04 -0.04 -0.03 -0.20
C 5.51170 -5.44985 2.68045 -0.02 0.03 -0.01 -0.19
N 6.32714 -6.24527 2.83811 0.00 0.00 0.00 0.15
C 3.73933 -3.94617 3.52062 -0.05 0.04 0.09 -0.20
C 2.76852 -2.99130 3.25920 0.00 -0.01 0.02 -0.07
C 2.52913 -2.51548 1.96989 -0.04 0.01 0.01 -0.65
S 1.30049 -1.27229 1.78456 -0.01 -0.14 0.02 0.60
C 3.95061 -4.39154 4.86889 0.04 -0.04 -0.07 -0.19
N 4.11646 -4.75135 5.94860 -0.02 0.02 0.02 0.15
H 4.83958 -4.40142 0.35364 0.00 0.00 0.00 0.11
H 2.18363 -2.59622 4.07932 0.00 0.00 0.00 0.11
C -1.26169 6.05913 -0.63409 -0.02 0.02 0.01 -0.07
C -0.32744 4.88817 -0.78841 0.01 0.00 -0.01 -0.30
C -0.04159 4.35184 -2.03540 0.03 0.01 -0.01 -0.05
C 0.80073 3.25509 -2.19082 -0.03 0.00 -0.01 -0.33
C 1.01818 2.69986 -3.57049 -0.01 0.00 0.00 -0.10
C 1.39991 2.66935 -1.06279 0.01 0.09 0.02 -0.55
Se 2.62566 1.20527 -1.31727 -0.29 -0.42 0.05 0.63
C 1.13741 3.21442 0.20615 0.01 -0.01 -0.04 -0.31
C 1.75214 2.68729 1.47569 -0.05 -0.03 0.04 -0.08
C 0.27148 4.30066 0.31595 0.00 0.00 0.01 -0.04
H -1.64814 6.38257 -1.60144 0.00 0.00 0.00 0.07
H -0.75876 6.91256 -0.17419 0.01 0.00 0.00 0.07
H -2.11499 5.80785 0.00109 0.01 -0.01 0.00 0.07
H -0.50207 4.78519 -2.91845 0.00 0.00 0.00 0.11
H 0.45222 3.27200 -4.30719 0.00 0.01 0.00 0.07
H 0.70641 1.65446 -3.61703 -0.01 -0.01 0.00 0.06
H 2.07471 2.71038 -3.84142 0.00 0.01 0.01 0.06
H 2.33380 1.78823 1.30492 0.02 -0.06 -0.02 0.01
H 0.97485 2.45734 2.20891 0.02 0.00 -0.01 0.08
H 2.40870 3.43982 1.92003 0.00 0.00 -0.01 0.08
H 0.06862 4.70032 1.30635 0.00 0.00 0.00 0.12
C -3.12845 -4.43269 1.28573 -0.03 0.01 0.01 -0.10
C -3.76984 -3.20640 1.18894 0.02 -0.02 0.02 -0.09
C -3.11741 -2.12863 0.60619 0.01 -0.03 -0.03 -0.11
C -1.81780 -2.25818 0.10867 -0.14 0.06 0.08 -0.34
C -1.18486 -3.49901 0.22360 0.03 -0.03 0.01 -0.11
C -1.83442 -4.57782 0.80261 0.01 0.02 -0.04 -0.08
Si -0.90612 -0.78009 -0.57261 -0.27 -0.13 -0.12 0.70
C -2.14539 0.39456 -1.32643 -0.05 0.00 -0.02 -0.31
C -3.23677 -0.12206 -2.03722 -0.01 0.02 -0.01 -0.12
C -4.18357 0.71934 -2.59774 0.02 0.00 -0.01 -0.09
C -4.06045 2.09603 -2.44795 -0.01 0.00 -0.02 -0.09
C -2.98956 2.62313 -1.74512 0.01 -0.02 0.03 -0.07
C -2.03600 1.77775 -1.18933 -0.04 0.00 -0.01 -0.08
H -3.63390 -5.27477 1.74220 0.00 0.00 0.00 0.10
H -4.77567 -3.08728 1.57251 0.00 0.00 0.00 0.10
H -3.62944 -1.17529 0.53382 0.01 -0.01 0.01 0.10
H -0.16560 -3.61834 -0.13029 -0.01 -0.01 0.00 0.09
H -1.32859 -5.53170 0.88246 0.01 0.00 0.00 0.10
H 0.06715 -1.37015 -1.67324 -0.49 -0.14 -0.26 -0.02
H -3.34965 -1.19485 -2.14636 0.01 0.00 -0.01 0.10
H -5.01746 0.30412 -3.15012 0.00 0.00 0.00 0.10
H -4.80149 2.75559 -2.88329 0.00 0.00 0.00 0.10
H -2.88212 3.69398 -1.62719 -0.01 -0.01 -0.01 0.09
H -1.20124 2.20607 -0.65076 0.04 0.02 0.04 0.08

[2]
14
Properties=species:S:1:pos:R:3:forces:R:3:lowdin_charge:R:1 method="wB97M-V/def2-TZVPD" energy_ev=-9842.66448 e_homo_ev=-8.4 homo_lumo_gap_ev=8.807 total_charge=0 relative_energy_kj_mol=445.3 lumo_energy_ev=0.454
O -1.31440 -0.38825 -1.97685 0.06 0.12 -0.09 0.01
C -0.83443 -0.40950 -0.70111 -0.03 0.22 0.11 -0.24
C 0.87827 -1.36338 0.25783 -0.07 0.32 -0.04 -0.04
N 0.64936 -0.56082 1.34509 -0.05 -0.20 0.02 -0.12
C 0.55589 0.85990 1.01573 0.06 0.03 -0.01 -0.12
C -0.15181 0.88682 -0.33467 0.05 0.05 -0.04 -0.37
O -0.14389 1.81466 -1.11698 -0.05 -0.27 0.22 0.09
H -1.04359 0.47892 -2.33615 -0.05 -0.07 -0.09 0.10
H -1.59329 -0.68727 0.04741 0.12 -0.02 -0.09 0.15
H -0.14088 -1.56416 -0.45515 0.00 -0.01 0.13 0.08
H 1.60562 -0.89471 -0.41664 -0.03 -0.06 0.03 0.07
H -0.04893 -0.90520 1.98813 0.12 0.04 0.07 0.12
H 1.55776 1.29045 0.90476 -0.16 -0.06 0.00 0.13
H 0.02431 1.44254 1.77859 0.04 -0.08 -0.20 0.13

[3]
16
Properties=species:S:1:pos:R:3:forces:R:3:lowdin_charge:R:1 method="wB97M-V/def2-TZVPD" energy_ev=-17468.00710 e_homo_ev=-8.4 homo_lumo_gap_ev=9.342 smiles="CN=[PH](N)N.C#N" total_charge=0 relative_energy_kj_mol=113.7 lumo_energy_ev=0.940
C -1.06262 1.50873 2.99274 0.75 0.15 -0.55 -0.11
C 1.73422 0.21354 0.78966 -1.18 1.59 0.18 -0.24
N -2.03463 1.03739 3.32117 -1.93 -0.71 0.90 0.05
N 0.26029 0.35203 0.60743 -0.91 -1.03 -1.38 -0.34
N -0.55103 0.20966 -2.02277 0.90 2.61 0.59 -0.16
N -2.06895 -0.80679 0.00340 1.64 0.03 -0.19 -0.08
P -0.53646 -0.50312 -0.49110 1.77 0.40 0.91 0.53
H -0.18755 1.82274 2.52937 1.05 0.50 -0.37 0.01
H -0.08844 -1.78912 -0.76015 0.43 -0.35 -0.24 0.02
H 2.34214 0.79347 0.03667 -0.47 -1.06 0.20 0.06
H 1.93699 -0.86025 0.86800 0.85 0.43 0.13 0.05
H 1.94910 0.81469 1.71877 0.08 -1.19 -0.48 0.05
H -0.26388 1.20494 -1.68689 -0.88 -1.71 -1.12 0.08
H 0.16084 -0.00952 -2.72946 -0.39 -0.47 0.59 0.04
H -2.29836 -0.24449 0.75626 -0.86 1.13 1.92 0.00
H -2.82203 -1.12062 -0.53430 -0.86 -0.33 -1.09 0.04